[1]
Molecular formula: C28H72BN4O19
Method: DFT, ωB97M-V/def2-TZVPD

The geometry in ORCA input format:
```
! RIJCOSX wB97M-V def2-TZVPD def2/J DEFGRID3
* xyz -1 1
O -0.4080 -3.2677 0.1105
C 0.3579 -2.5504 0.6798
O 0.5434 -1.2496 0.5796
B 1.5634 -0.8246 1.5912
O 2.0684 -2.0487 2.1863
C 1.3955 -3.0806 1.7242
O 1.5658 -4.2290 1.9996
O 0.9424 0.0921 2.5668
C 1.4320 1.2915 2.3960
O 1.0127 2.2814 2.9230
C 2.6041 1.1880 1.4209
O 2.7503 -0.0975 1.0808
O 3.2407 2.1159 1.0171
C 4.2576 0.4747 -2.3624
O 3.8227 1.6813 -1.7800
H 3.9056 0.4617 -3.3910
H 5.3487 0.4100 -2.3787
H 3.8304 -0.4055 -1.8735
H 3.9413 1.6901 -0.8230
C 0.5309 1.7716 -1.3342
O -0.6654 2.1651 -1.9745
H 0.2586 1.1888 -0.4515
H 1.0466 1.0392 -1.9719
H 1.2419 2.5616 -1.0886
H -0.4823 2.8424 -2.6291
C 4.2673 5.5042 0.2294
O 3.0851 4.9643 0.7303
H 5.1441 4.8884 0.4497
H 4.1940 5.5754 -0.8695
H 4.4751 6.5440 0.4956
H 3.1299 4.0145 0.8937
C 1.3544 -6.6217 -0.1489
O 1.7109 -7.4483 0.9746
H 0.3813 -6.1745 0.0529
H 2.0916 -5.8281 -0.2989
H 1.3415 -7.1873 -1.0813
H 1.3056 -6.8943 1.6574
C 6.0952 0.1984 0.7235
O 7.5120 0.1486 0.8250
H 5.6563 1.1928 0.8712
H 5.6599 -0.1875 -0.2005
H 5.7126 -0.3985 1.5536
H 7.8172 0.6039 0.0306
C -1.3809 -5.9549 2.6789
O -0.2313 -6.6031 3.1915
H -2.1103 -6.6587 2.2898
H -1.8122 -5.3458 3.4811
H -1.1486 -5.2334 1.8876
H 0.3557 -5.9802 3.6279
C -3.4458 -2.3209 -0.5086
O -3.2976 -2.2809 -1.8992
C -1.9759 -1.9488 -2.2932
C -1.9132 -1.9505 -3.8342
N -2.9434 -1.0896 -4.3755
C -2.5831 0.3071 -4.5300
C -3.7353 1.1545 -5.0498
O -4.8370 0.9942 -4.1864
C -5.7666 2.0327 -4.2826
H -4.4090 -2.7350 -0.2256
H -3.3749 -1.2976 -0.1104
H -2.6346 -2.8323 0.0230
H -1.3429 -2.7287 -1.8512
H -1.6872 -0.9787 -1.8684
H -2.1319 -2.9779 -4.1387
H -0.9258 -1.7032 -4.2230
H -3.8064 -1.1871 -3.8569
H -1.6998 0.3295 -5.1823
H -2.1351 0.7574 -3.6274
H -3.8806 0.9375 -6.1094
H -3.3368 2.1719 -4.9591
H -5.3689 3.0189 -4.0349
H -6.6897 1.7106 -3.7988
H -6.1656 2.1307 -5.3103
C 1.7275 -3.0782 -2.5524
C 1.3362 -2.7357 -4.0249
C 0.9403 -1.2715 -4.1472
O 0.5791 -1.0595 -5.5085
C 0.3437 0.3129 -5.7561
N 2.4671 -3.1868 -4.8301
H 1.4695 -4.1275 -2.4027
H 1.1374 -2.5045 -1.8342
H 2.7849 -3.0136 -2.2906
H 0.5183 -3.4453 -4.1467
H 1.7582 -0.5850 -3.9137
H 0.1738 -1.0058 -3.4070
H -0.4920 0.7437 -5.1966
H 0.0754 0.3740 -6.8113
H 1.2313 0.9269 -5.5799
H 2.1346 -3.0983 -5.7917
H 3.2803 -2.5886 -4.7416
C -2.2591 4.6098 0.6124
C -2.0432 3.8795 1.9593
C -1.3788 4.8255 2.9499
O -1.2888 4.1636 4.1812
C -0.5017 4.8120 5.1429
N -3.2946 3.2195 2.4101
H -1.3147 4.6091 0.0616
H -2.6562 5.6024 0.8433
H -2.9621 4.1170 -0.0607
H -1.4187 3.0023 1.7582
H -1.9456 5.7591 3.0792
H -0.3480 5.0079 2.6183
H -0.6190 4.2718 6.0721
H -0.8462 5.8538 5.2444
H 0.5304 4.9020 4.7789
H -3.4682 2.5141 1.7043
H -3.9945 3.9499 2.2584
C -0.0543 -0.2922 6.7308
C -0.8206 0.5884 5.7351
C -1.3972 -0.1604 4.5363
O -2.0381 0.6500 3.6057
C -2.4416 -0.1259 2.5228
N -1.7804 1.5527 6.3455
H 0.7757 -0.7539 6.1897
H -0.7151 -1.1228 7.0139
H 0.3110 0.1833 7.6367
H -0.0645 1.2978 5.3706
H -2.1260 -0.8490 5.0034
H -0.6077 -0.8293 4.1845
H -3.1071 0.3422 1.7868
H -2.9775 -1.0224 2.8540
H -1.6331 -0.3495 1.8106
H -1.2271 2.0485 7.0406
H -2.3777 0.9521 6.9247
*
```

For the highest occupied orbital energy, the calculation gives -6.2 eV. For the total energy, the calculation gives -75743.6309 eV. The frontier orbital gap is 0.309 Eh.

---

[2]
Molecular formula: C16H24BF4KO12
Method: DFT, ωB97M-V/def2-TZVPD

The geometry in ORCA input format:
```
! RIJCOSX wB97M-V def2-TZVPD def2/J DEFGRID3
* xyz 0 1
K 0.1550 -3.7803 -2.4145
B -0.5403 -1.7505 -0.2688
F -0.5747 -0.8980 0.8514
F -1.7992 -1.9674 -0.8260
F 0.3251 -1.2263 -1.2221
F -0.1226 -3.0343 0.1990
C -1.0853 3.8890 -2.6626
C -0.5934 2.9954 -1.5263
C 0.8531 2.5346 -1.6638
O 1.4966 3.0211 -0.4758
C 0.5900 3.6814 0.2733
O 0.8338 4.1039 1.3621
O -0.6262 3.6748 -0.2765
H -0.5315 4.8352 -2.5896
H -2.1222 4.1850 -2.5160
H -0.8742 3.4655 -3.6404
H -1.2943 2.1557 -1.5163
H 1.3341 2.9867 -2.5299
H 0.8385 1.4478 -1.6350
C 2.4918 1.6421 2.2787
C 1.4455 1.3377 3.3193
C -0.0004 1.2310 2.8363
O -0.4573 0.0646 3.4499
C 0.5326 -0.6963 3.9260
O 0.3598 -1.8126 4.3142
O 1.6939 0.0024 3.8589
H 2.6128 2.7203 2.1694
H 2.2146 1.2892 1.2839
H 3.4138 1.1790 2.6289
H 1.4601 2.0677 4.1314
H -0.0388 1.2569 1.7456
H -0.5831 2.0393 3.2840
C -4.8039 -2.1164 -2.8299
C -4.8091 -0.8127 -3.6473
C -4.8002 0.4250 -2.7465
O -3.6962 1.2248 -3.2217
C -2.9163 0.4592 -4.0174
O -1.8854 0.8533 -4.4675
O -3.4829 -0.7498 -4.1676
H -3.8621 -2.1426 -2.2874
H -4.9166 -2.9653 -3.5031
H -5.6300 -2.1514 -2.1163
H -5.4826 -0.8433 -4.5047
H -4.6387 0.1632 -1.7020
H -5.7296 0.9892 -2.8092
C 3.3432 -2.5334 0.4778
C 2.8734 -2.2820 1.8760
C 2.9792 -3.5042 2.7727
O 4.3293 -3.5194 3.2372
C 4.7587 -2.2336 3.2213
O 5.7412 -1.8281 3.7279
O 3.8909 -1.4833 2.5254
H 2.6539 -3.1818 -0.0702
H 4.2879 -3.0768 0.3865
H 3.4171 -1.6318 -0.1323
H 1.9326 -1.7424 1.8747
H 2.7767 -4.5017 2.3769
H 2.2620 -3.4556 3.5983
*
```

The calculation puts the relative energy (zero: lowest compared OMol25 entry of this formula, charge and spin) at 0.0 kcal/mol. For the highest occupied orbital energy, the calculation gives -10.2 eV. For the total energy, the calculation gives -69431.2521 eV. The frontier orbital gap is 0.324 Eh.

---

[3]
Molecular formula: C50H137N9O14
Method: DFT, ωB97M-V/def2-TZVPD

The geometry in ORCA input format:
```
! RIJCOSX wB97M-V def2-TZVPD def2/J DEFGRID3
* xyz 0 1
C -0.9994 -0.5772 -7.8685
C -1.9156 0.5689 -7.6542
C -1.8753 1.0265 -6.1952
O -1.4496 1.6177 -8.4962
H -1.3921 -1.4042 -7.2669
H 0.0047 -0.1530 -7.6751
H -1.1573 -0.8465 -8.9489
H -2.9409 0.3991 -7.9198
H -2.1444 2.0723 -6.0589
H -0.9201 0.8165 -5.6756
H -2.5366 0.3977 -5.6505
H -1.5695 1.2862 -9.4087
C -0.9811 7.7128 -2.9939
C -1.9742 6.6367 -2.5602
C -2.8006 6.1068 -3.7901
O -1.2034 5.5593 -2.0036
H -0.2323 7.9059 -2.3007
H -1.5412 8.6290 -3.1566
H -0.4743 7.3671 -3.9005
H -2.6204 7.0343 -1.7912
H -3.2292 5.1533 -3.5825
H -2.1251 5.9666 -4.5980
H -3.5269 6.8334 -4.0602
H -1.8651 4.9092 -1.7666
C 1.6117 2.4105 3.8225
C 1.5926 0.9715 4.3581
C 0.8754 0.9615 5.7444
O 0.8703 0.1099 3.4808
H 2.1690 3.0959 4.5225
H 0.6130 2.8163 3.5888
H 2.0843 2.4138 2.7919
H 2.6267 0.5670 4.2542
H -0.2149 0.7494 5.5961
H 1.0915 1.8715 6.2949
H 1.3247 0.1116 6.3510
H 1.3823 -0.6166 3.1556
C -4.3731 2.0309 -3.1726
C -4.3976 2.8453 -1.8993
C -5.2560 2.1875 -0.8506
O -3.0360 3.0178 -1.4040
H -3.7304 1.1820 -2.9332
H -3.8552 2.5796 -3.9210
H -5.3566 1.8199 -3.4854
H -4.7217 3.9268 -2.0905
H -5.8935 1.4619 -1.3209
H -5.9291 2.7847 -0.2082
H -4.7219 1.6247 -0.0692
H -2.6026 2.2823 -0.9306
C 2.5147 -3.8658 -5.9106
C 2.7852 -2.6915 -4.9643
C 2.5705 -1.3092 -5.6528
O 2.9849 -0.2778 -4.7515
C 3.4307 0.9087 -5.3236
N 1.9796 -2.8111 -3.7929
H 3.2107 -3.9279 -6.7359
H 1.4899 -3.7106 -6.2872
H 2.6326 -4.7686 -5.3610
H 3.8335 -2.7232 -4.5723
H 1.4939 -1.2273 -5.8427
H 3.1105 -1.2010 -6.5831
H 2.6292 1.4299 -5.8439
H 4.2707 0.7910 -6.0764
H 3.7144 1.5368 -4.4849
H 2.1993 -2.1168 -3.1122
H 0.9860 -3.0262 -3.8460
C -0.4186 -0.1868 -1.9971
C -0.0945 1.2710 -1.9378
C -0.0284 1.7099 -0.4823
O -1.1887 1.4517 0.2676
C -1.1182 1.8599 1.6090
N 1.1898 1.5146 -2.5172
H -0.0463 -0.5500 -2.9773
H -1.5188 -0.4144 -1.9835
H 0.0415 -0.8578 -1.2337
H -0.8647 1.8792 -2.4325
H 0.3171 2.7173 -0.3789
H 0.8319 1.1382 -0.0827
H -0.9548 2.9641 1.7075
H -0.2975 1.3250 2.0656
H -2.1035 1.5564 1.9995
H 1.2299 2.4237 -2.9869
H 1.6005 0.8090 -3.1401
C -1.7964 -3.5158 -3.0871
C -2.5832 -3.8717 -1.8276
C -3.6188 -2.8717 -1.3641
O -4.4127 -2.5973 -2.5432
C -5.2979 -1.5015 -2.3592
N -3.1384 -5.2041 -2.0574
H -2.4282 -3.2841 -3.9160
H -1.1007 -4.2832 -3.2665
H -1.2985 -2.5402 -2.9477
H -1.8723 -3.9660 -0.9848
H -3.1854 -1.8700 -1.0766
H -4.2324 -3.2663 -0.5432
H -4.7332 -0.6232 -2.0988
H -6.0240 -1.8201 -1.5940
H -5.8523 -1.4883 -3.2979
H -4.1537 -5.1246 -2.1981
H -2.8420 -5.8426 -1.3508
C -1.9738 -4.6535 9.6542
C -1.3278 -5.4282 8.5450
C -0.3006 -4.5595 7.8642
O 0.3560 -5.3020 6.8133
C 1.0264 -4.5105 5.8478
N -0.6594 -6.5836 9.1323
H -2.6006 -5.3420 10.2543
H -2.6482 -3.8402 9.4304
H -1.2117 -4.2969 10.3527
H -2.0006 -5.6299 7.7584
H 0.3873 -4.1940 8.6278
H -0.7599 -3.6787 7.4065
H 0.4192 -3.6740 5.4722
H 1.2044 -5.1375 4.9765
H 1.9407 -4.1015 6.2520
H -0.2134 -7.1390 8.4068
H -1.4019 -7.1497 9.5449
C -0.5619 -6.2965 2.3348
C -1.9814 -5.8234 2.4724
C -2.0366 -4.4944 3.2242
O -1.3718 -3.5573 2.4527
C -1.1493 -2.3304 3.0868
N -2.6280 -5.9203 1.1734
H -0.4798 -7.2543 1.8652
H -0.0729 -6.4347 3.2680
H -0.0247 -5.4950 1.7442
H -2.5220 -6.5311 3.0691
H -1.5033 -4.5963 4.1533
H -3.1040 -4.1778 3.4313
H -0.8737 -1.5732 2.3983
H -0.2774 -2.3441 3.7175
H -2.0303 -1.8831 3.6124
H -3.5943 -5.6104 1.1999
H -2.0442 -5.4792 0.4864
C 2.3643 5.5374 1.7011
C 1.5281 5.9687 0.5228
C 1.8576 7.3055 0.0092
O 3.1216 7.4092 -0.6353
C 3.4337 8.7232 -1.0715
N 1.3606 4.9479 -0.5206
H 2.0523 4.6027 2.1534
H 2.3642 6.3783 2.3972
H 3.4223 5.3760 1.3256
H 0.4518 6.1058 0.9221
H 1.8210 8.0226 0.8796
H 1.1025 7.6482 -0.7039
H 2.9604 8.8030 -2.0823
H 4.4885 8.8017 -1.2094
H 3.0966 9.4957 -0.4291
H 2.1516 5.0057 -1.2055
H 0.4687 5.0905 -0.9806
C -3.6468 4.4858 2.6926
C -3.9573 5.7485 1.9787
C -2.7447 6.6485 1.8090
O -3.0878 7.8853 1.1458
C -2.0029 8.7295 0.7429
N -4.5416 5.4333 0.6680
H -2.9603 4.6555 3.4968
H -3.1316 3.8173 1.9898
H -4.5709 3.9963 2.9199
H -4.7206 6.3233 2.5116
H -1.9702 6.1302 1.2232
H -2.2554 6.8484 2.7922
H -2.4943 9.6443 0.4139
H -1.4209 8.2780 -0.1036
H -1.3100 8.9179 1.6522
H -4.6982 6.3144 0.0941
H -3.9359 4.8204 0.1377
C 4.7509 -1.3930 3.6301
C 3.8878 -2.6222 3.9801
C 3.0006 -3.0890 2.8264
O 2.3891 -1.9537 2.1978
C 1.5975 -2.3431 1.1087
N 4.6780 -3.6742 4.6086
H 5.0764 -0.8326 4.5148
H 4.0550 -0.7550 3.0873
H 5.5873 -1.5849 2.9686
H 3.1698 -2.3298 4.7338
H 2.1811 -3.7419 3.1392
H 3.5530 -3.6081 2.0486
H 1.2131 -1.3848 0.6256
H 0.7578 -2.9656 1.4126
H 2.1779 -2.9072 0.3259
H 4.0589 -4.3306 4.9966
H 5.2544 -4.1441 3.9194
C 4.6374 0.1794 0.3641
C 4.6621 -0.6628 -0.8835
C 4.9153 -2.0822 -0.4844
O 6.1845 -2.2253 0.0772
C 6.4701 -3.5880 0.3293
N 3.3307 -0.6541 -1.5327
H 5.6009 0.0942 0.9440
H 3.8543 -0.1261 1.0198
H 4.4477 1.2123 0.1688
H 5.3215 -0.3730 -1.6808
H 4.6657 -2.7805 -1.2741
H 4.1922 -2.2212 0.3140
H 6.8048 -4.1170 -0.5672
H 5.5978 -4.1352 0.8400
H 7.2378 -3.5717 1.0875
H 2.7890 0.1883 -1.3771
H 3.4134 -0.7081 -2.5539
C 0.3579 -6.0630 -1.1945
C 0.5777 -6.7002 -2.5326
O 1.1716 -5.8176 -3.4768
H -0.2011 -6.6573 -0.4549
H -0.2209 -5.1861 -1.3957
H 1.3421 -5.7119 -0.7813
H -0.4240 -6.9203 -2.9761
H 1.0913 -7.6664 -2.4688
H 1.6891 -5.0972 -3.0989
*
```

The calculation puts the relative energy (zero: lowest compared OMol25 entry of this formula, charge and spin) at 6.6 kcal/mol. For the highest occupied orbital energy, the calculation gives -8.7 eV. For the total energy, the calculation gives -96140.8213 eV. The frontier orbital gap is 0.343 Eh.

---

[4]
Molecular formula: C2H8NOS2
Method: DFT, ωB97M-V/def2-TZVPD

The geometry in ORCA input format:
```
! RIJCOSX wB97M-V def2-TZVPD def2/J DEFGRID3
* xyz 1 1
C -1.4183 0.3318 0.2576
C -0.4338 -0.6159 -0.2784
N 0.6323 -0.9892 0.5788
O 2.1905 0.2035 -1.2293
S -0.8829 1.3868 1.6600
S 0.7566 0.8380 -1.9156
H -1.7295 1.1281 -0.4762
H -2.2612 -0.0927 0.6538
H -0.8284 -1.3398 -1.0112
H 1.4761 -0.9228 -0.0576
H 0.9169 -0.3007 1.3592
H 0.3285 -1.9451 0.8744
H 2.8740 -0.1462 -1.7546
H -1.6207 2.4643 1.3392
*
```

The calculation puts the relative energy (zero: lowest compared OMol25 entry of this formula, charge and spin) at 82.9 kcal/mol. For the highest occupied orbital energy (spin up / spin down), the calculation gives -13.1 / -13.1 eV. For the total energy, the calculation gives -27401.6689 eV. The frontier orbital gap (spin up / spin down) is 0.289 / 0.289 Eh.

---

[5]
Molecular formula: C27H28FNO3
Method: DFT, ωB97M-V/def2-TZVPD

The geometry in ORCA input format:
```
! RIJCOSX wB97M-V def2-TZVPD def2/J DEFGRID3
* xyz 0 1
C 3.3135 3.7247 -1.9666
C 2.6732 2.6137 -1.1438
C 3.3304 1.2743 -1.4418
O 4.3147 1.1821 -2.1509
N 2.7722 0.1801 -0.8638
C 1.5963 0.1810 -0.0229
C 0.3122 -0.0313 -0.8360
C -0.9474 0.0620 0.0336
C -1.3165 1.5287 0.3484
C -2.5272 1.5756 1.2352
C -3.7984 1.7193 0.6951
C -4.9164 1.6973 1.5091
C -4.7777 1.5304 2.8761
C -3.5146 1.3900 3.4248
C -2.3983 1.4112 2.6083
C -2.1399 -0.6022 -0.6112
C -2.4581 -0.3707 -1.9410
C -3.5942 -0.9123 -2.5376
C -4.4049 -1.6885 -1.7480
C -4.0954 -1.9283 -0.4093
C -2.9736 -1.4010 0.1775
O -5.0623 -2.7254 0.1446
C -5.9942 -2.9746 -0.8852
O -5.5748 -2.3281 -2.0671
C 3.3709 -1.1208 -1.1326
C 4.3029 -1.5223 -0.0194
C 5.5581 -0.9357 0.0963
C 6.4081 -1.2747 1.1333
C 6.0191 -2.2112 2.0775
C 4.7743 -2.8079 1.9873
C 3.9385 -2.4509 0.9457
F 2.7173 -3.0377 0.8715
H 4.3797 3.7734 -1.7634
H 2.8610 4.6839 -1.7264
H 3.1847 3.5279 -3.0276
H 2.7971 2.8284 -0.0787
H 1.6052 2.5593 -1.3593
H 1.6993 -0.6282 0.7046
H 1.5443 1.1177 0.5330
H 0.2722 0.7065 -1.6387
H 0.3473 -1.0198 -1.2977
H -0.7478 -0.4479 0.9817
H -0.4762 2.0178 0.8445
H -1.5213 2.0512 -0.5876
H -3.9125 1.8439 -0.3722
H -5.8991 1.8093 1.0748
H -5.6503 1.5109 3.5122
H -3.3993 1.2618 4.4913
H -1.4137 1.2989 3.0414
H -1.8150 0.2510 -2.5435
H -3.8329 -0.7272 -3.5713
H -2.7541 -1.5893 1.2152
H -6.0655 -4.0597 -1.0640
H -6.9839 -2.5919 -0.5870
H 2.5766 -1.8594 -1.2570
H 3.9364 -1.0280 -2.0634
H 5.8540 -0.2080 -0.6438
H 7.3796 -0.8100 1.2040
H 6.6831 -2.4794 2.8849
H 4.4433 -3.5398 2.7072
*
```

The calculation puts the relative energy (zero: lowest compared OMol25 entry of this formula, charge and spin) at 1.8 kcal/mol. The SMILES is CCC(=O)N(CC[C@@H](Cc1ccccc1)c1ccc2c(c1)OCO2)Cc1ccccc1F. For the highest occupied orbital energy, the calculation gives -8.1 eV. For the total energy, the calculation gives -38803.9931 eV. The frontier orbital gap is 0.322 Eh.